i) The following is a quantum chemistry calculation of a molecular structure, CH5N3, from OMol25.

## Properties
- Kohn-Sham gap (spin up / spin down): 7.53 / 7.58 eV
- Highest occupied orbital energy (spin up / spin down): -6.48 / -6.53 eV

```
9
Properties=species:S:1:pos:R:3:mulliken_charge:R:1
C 0.5013 0.3985 0.0897 -0.178
N 0.8743 -0.2012 -1.0555 -0.435
N -0.5228 -0.7529 1.2527 -0.498
N -1.2749 0.0137 0.5150 -0.193
H -2.2619 0.1553 0.8903 0.156
H 0.3769 0.0833 -1.8880 0.235
H 0.9928 -1.2048 -0.9933 0.262
H 0.3468 1.4697 0.0471 0.330
H 0.9675 0.0384 1.1420 0.321
```



ii) The following is a quantum chemistry calculation of CH5N3 in the gas phase, from OMol25.

## Properties
- Structure (SMILES): [H]/N=C\NN
- Kohn-Sham gap: 9.93 eV
- Highest occupied orbital energy: -9.14 eV

```
9
Properties=species:S:1:pos:R:3:mulliken_charge:R:1
H 0.9970 -1.2872 -0.1010 0.413
N 1.7738 -0.6096 -0.1980 -0.573
C 1.0738 0.4617 0.0768 -0.121
N -0.3377 0.6430 -0.2984 -0.168
N -0.9697 -0.5923 -0.0104 -0.584
H 1.5192 1.4296 0.3223 0.328
H -0.9976 1.5433 -0.0967 0.254
H -1.8311 -0.8740 -0.6610 0.245
H -1.2276 -0.7145 0.9664 0.206
```



iii) The following is a quantum chemistry calculation of CH5N3 in the gas phase, from OMol25.

## Properties
- Structure (SMILES): N=C(N)N
- Kohn-Sham gap: 9.52 eV
- Highest occupied orbital energy: -8.65 eV

```
9
Properties=species:S:1:pos:R:3:mulliken_charge:R:1
N 1.3405 0.2260 -0.2506 -0.695
C 0.1001 0.0572 0.0243 0.517
N -0.8686 0.3627 -0.9758 -0.521
N -0.3333 -0.5525 1.2901 -0.547
H 1.5500 0.0611 -1.2394 0.211
H -0.5351 0.9478 -1.7271 0.240
H -1.7912 0.6864 -0.5788 0.241
H -1.2248 -1.1873 1.2282 0.255
H 0.4308 -1.1050 1.7251 0.301
```



iv) The following is a quantum chemistry calculation of CH5N3 in the gas phase, from OMol25.

## Properties
- Structure (SMILES): [H]/N=C\NN
- Kohn-Sham gap: 10.21 eV
- Highest occupied orbital energy: -9.03 eV

```
9
Properties=species:S:1:pos:R:3:mulliken_charge:R:1
H 0.3040 -2.2577 1.3308 0.197
N 0.1952 -1.2796 1.6679 -0.534
C 0.1481 -0.3774 0.7684 0.155
N -0.1403 -0.1553 -0.5690 -0.161
N 0.0184 1.2038 -1.1234 -0.518
H 0.0732 0.7039 1.1579 0.071
H 0.3398 -0.8887 -1.1188 0.273
H -0.2142 1.7938 -0.3737 0.264
H -0.7242 1.2572 -1.7402 0.252
```



Most stable structure: iii)



i) The following is a quantum chemistry calculation of C6H10N2O2 in the gas phase, from OMol25.

## Properties
- Structure (SMILES): [H]/N=C(/O)CC[C@@H]1NCC1=O
- Kohn-Sham gap: 10.34 eV
- Highest occupied orbital energy: -9.88 eV

```
20
Properties=species:S:1:pos:R:3:mulliken_charge:R:1
H 1.2727 1.5943 -2.0549 0.215
N 0.5246 2.2693 -2.1802 -0.719
C -0.6436 1.7909 -1.8387 0.297
O -1.4877 2.7980 -1.9651 -0.582
C -0.8944 0.9423 -0.6190 -0.300
C 0.1091 -0.1795 -0.3943 -0.858
C -0.3154 -1.0707 0.7616 0.172
N -0.2666 -0.4575 2.1121 -0.549
C 0.5438 -1.5635 2.6712 -0.355
C 0.6906 -2.1045 1.2594 0.279
O 1.3520 -2.9580 0.7358 -0.559
H -0.5716 3.5176 -2.2835 0.514
H -1.9174 0.5486 -0.7235 0.287
H -0.9096 1.6018 0.2627 0.288
H 1.1015 0.2379 -0.1631 0.343
H 0.2106 -0.8029 -1.2956 0.326
H -1.2816 -1.5583 0.5383 0.414
H -1.1756 -0.3538 2.5499 0.276
H -0.0034 -2.2641 3.3234 0.257
H 1.4769 -1.2607 3.1686 0.255
```



ii) The following is a quantum chemistry calculation of C6H10N2O2 in the gas phase, from OMol25.

## Properties
- Structure (SMILES): CC(C)c1o[nH]c(=O)c1N
- Kohn-Sham gap: 8.94 eV
- Highest occupied orbital energy: -8.25 eV

```
20
Properties=species:S:1:pos:R:3:mulliken_charge:R:1
C 1.7956 -1.6802 -0.5522 -1.303
C 0.6151 -0.7071 -0.8356 0.551
C -0.6650 -1.4694 -1.1632 -1.206
C 0.2073 0.2528 0.2509 -0.240
O 0.4303 -0.1722 1.5869 -0.315
N 0.1995 0.9293 2.4012 -0.194
C -0.4559 1.9477 1.6404 0.414
O -0.9813 2.8208 2.3316 -0.654
C -0.3758 1.5238 0.2413 0.497
N -1.0437 2.2306 -0.7708 -0.565
H 1.4247 -2.4971 0.2481 0.246
H 2.6891 -1.1419 -0.2547 0.349
H 2.0845 -1.9907 -1.4942 0.452
H 0.6725 0.0035 -1.6480 0.339
H -0.8629 -2.2238 -0.2469 0.230
H -0.8637 -2.0135 -2.1213 0.341
H -1.6142 -0.8518 -1.1381 0.320
H -0.2566 0.5227 3.2019 0.249
H -1.4514 1.5572 -1.3738 0.228
H -1.5481 2.9594 -0.3036 0.263
```



Most stable structure: i)



i) The following is a quantum chemistry calculation of 3 unconnected molecules or ions with the total composition C6H10N2O2, from OMol25.

## Properties
- Kohn-Sham gap (spin up / spin down): 7.65 / 7.65 eV
- Highest occupied orbital energy (spin up / spin down): -6.99 / -6.99 eV

```
20
Properties=species:S:1:pos:R:3:mulliken_charge:R:1
C 1.8782 0.2659 -2.1341 0.120
C 3.8813 -0.4994 0.9621 0.785
C 0.5145 -1.7471 1.2696 -1.031
C 0.4334 1.9428 -1.5764 -0.957
C -0.0323 -0.3322 1.3291 -0.242
C -0.4595 0.3393 0.0266 -0.475
N 2.9094 0.2250 -1.6180 -0.460
N 0.3418 1.3328 -0.3914 -0.007
O 3.9640 -1.5906 0.6196 -0.380
O 3.8664 0.5523 1.4119 -0.394
H 1.3847 -1.7455 0.4517 0.101
H 1.0603 -1.8284 2.1865 0.307
H -0.2456 -2.4169 1.0398 0.429
H -0.2252 1.7901 -2.4260 0.420
H 0.9928 2.8259 -1.5528 0.313
H 0.7317 0.3432 1.8474 0.190
H -0.8537 -0.2511 2.0352 0.357
H -0.8425 -0.2949 -0.7288 0.332
H 1.0263 0.1310 -2.6952 0.343
H 0.8555 1.8724 0.3181 0.249
```



ii) The following is a quantum chemistry calculation of 2 unconnected molecules or ions with the total composition C6H10N2O2, from OMol25.

## Properties
- Kohn-Sham gap: 8.23 eV
- Highest occupied orbital energy: -7.71 eV

```
20
Properties=species:S:1:pos:R:3:mulliken_charge:R:1
C 2.2203 1.2966 0.4811 -0.163
C 1.8206 -0.8044 -0.1708 0.549
C 1.2844 0.1032 -1.0987 -0.666
C -1.4426 -0.0064 0.0482 1.128
C -1.5659 -1.1405 -0.9134 -1.467
C -1.2932 -0.3911 1.4950 -1.243
N 1.5565 1.3590 -0.6576 0.124
N -1.4831 1.1791 -0.3842 -0.729
O 2.4222 0.0423 0.8313 -0.329
O 1.8470 -2.0074 -0.0636 -0.662
H 2.5945 2.1080 1.0717 0.444
H 0.7642 -0.0931 -2.0060 0.465
H -1.5100 -0.7808 -1.9368 0.379
H -2.5314 -1.6253 -0.7681 0.432
H -0.7828 -1.8756 -0.7274 0.319
H -0.2316 -0.4137 1.7459 0.235
H -1.6995 -1.3797 1.6872 0.325
H -1.7792 0.3379 2.1449 0.382
H 1.2447 2.1978 -1.1210 0.240
H -1.4353 1.8942 0.3422 0.238
```



Most stable structure: ii)



i) The following is a quantum chemistry calculation of a molecular structure, C6H10N2O2, from OMol25.

## Properties
- Kohn-Sham gap: 9.47 eV
- Highest occupied orbital energy: -9.13 eV

```
20
Properties=species:S:1:pos:R:3:mulliken_charge:R:1
C 1.8547 0.6023 -0.1039 0.463
C 0.0399 -0.6747 1.5807 0.774
C -0.0819 0.3235 -2.3579 -1.422
C -1.0032 1.9341 -0.3657 -1.062
C 1.0875 -1.3445 3.5823 -0.645
C -0.5141 0.5080 -0.8775 0.332
N 2.9564 0.9299 0.0552 -0.586
N 0.6431 -0.0455 -0.1355 -0.299
O -1.0612 -1.1678 1.5756 -0.464
O 1.1122 -0.6454 2.2553 -0.265
H 0.6320 0.9715 -2.7974 0.386
H 0.5169 -0.6655 -2.3534 0.332
H -0.8420 0.4144 -3.1254 0.384
H -0.0731 2.5345 -0.0948 0.223
H -1.6403 1.6457 0.5248 0.266
H -1.5932 2.4826 -1.0559 0.419
H 1.2939 -2.3258 3.2142 0.310
H 0.0517 -1.1458 3.8418 0.319
H 1.9622 -0.8475 4.0656 0.239
H -1.3588 -0.2243 -0.8119 0.297
```



ii) The following is a quantum chemistry calculation of 2 unconnected molecules or ions with the total composition C6H10N2O2, from OMol25.

## Properties
- Structure (SMILES): C=N/C=C(/C)NC.O=C=O
- Kohn-Sham gap: 9.12 eV
- Highest occupied orbital energy: -8.42 eV

```
20
Properties=species:S:1:pos:R:3:mulliken_charge:R:1
C 1.4930 -0.3904 -1.8813 -0.273
N 1.5643 0.4164 -0.9293 -0.472
C 1.6655 0.0385 0.4313 -0.550
C 0.6234 -0.6828 0.9114 0.540
C 0.5291 -0.8421 2.4932 -1.174
N -0.4220 -1.0305 0.0075 -0.155
C -1.5959 -0.2273 0.2035 -0.892
H 1.4696 -0.0286 -2.8519 0.325
H 1.3740 -1.4527 -1.7209 0.242
H 2.4587 0.3446 1.1567 0.301
H 0.0264 -0.0836 2.9750 0.315
H 1.5864 -0.7935 2.9015 0.365
H -0.0459 -1.8342 2.7087 0.262
H -0.7818 -2.0053 0.1190 0.310
H -2.3615 -0.3369 1.0551 0.249
H -1.2686 0.8407 0.0914 0.219
H -2.1965 -0.2332 -0.7217 0.380
O -1.3602 3.7629 -1.7789 -0.345
C -1.3551 2.7485 -2.2830 0.687
O -1.4029 1.7896 -2.8873 -0.333
```



Most stable structure: ii)



i) The following is a quantum chemistry calculation of a molecular structure, C6H10N, from OMol25.

## Properties
- Kohn-Sham gap: 9.91 eV
- Highest occupied orbital energy: -13.41 eV
- Net charge: +1

```
17
Properties=species:S:1:pos:R:3:mulliken_charge:R:1
C -0.7124 -0.7079 -0.0113 0.784
C -0.7693 0.7163 0.0434 0.428
C -1.6844 -1.5087 -0.3309 -1.070
C -1.6794 1.6799 0.1504 -0.986
C 0.7154 -1.1137 0.3891 -0.642
C 1.0855 1.1962 0.0000 -0.889
N 1.5919 -0.1273 -0.2572 -0.041
H -1.6518 -2.6194 -0.2157 0.300
H -2.6006 -0.9931 -0.6534 0.253
H -1.2592 2.5727 0.0908 0.425
H -2.7084 1.3018 0.1737 0.227
H 0.9186 -0.8822 1.3336 0.360
H 0.8866 -2.1038 -0.0465 0.426
H 1.2620 2.0050 -0.6689 0.457
H 1.2892 1.6872 0.9919 0.332
H 2.4817 -0.3314 0.0515 0.284
H 1.6573 -0.2704 -1.2468 0.351
```



ii) The following is a quantum chemistry calculation of a molecular structure, C6H10N, from OMol25.

## Properties
- Kohn-Sham gap: 8.90 eV
- Highest occupied orbital energy: -12.88 eV
- Net charge: +1

```
17
Properties=species:S:1:pos:R:3:mulliken_charge:R:1
C 0.9556 1.9492 -0.3458 -0.232
C -0.5013 1.6461 -0.5090 -0.222
C 1.7133 1.0199 0.3041 -0.716
C -0.8738 0.5188 0.0389 0.196
C 0.8615 -0.1047 0.7400 -0.061
C -2.2168 -0.1170 -0.0906 -1.234
N 1.1139 -1.5089 0.1147 -0.417
H 1.2915 2.9410 -0.5820 0.423
H -1.0624 2.4776 -1.0120 0.350
H 2.7835 1.2324 0.5321 0.368
H 0.8756 -0.0666 1.8764 0.334
H -2.8873 0.7550 -0.0388 0.374
H -2.5383 -0.8374 0.6874 0.343
H -2.3104 -0.5156 -1.1717 0.304
H 1.5559 -1.4275 -0.9116 0.462
H 0.1453 -1.9701 -0.0800 0.379
H 1.7938 -2.1519 0.4969 0.350
```



iii) The following is a quantum chemistry calculation of a gas-phase ion, C6H10N (charge +1), from OMol25.

## Properties
- Structure (SMILES): CC1=C[N+]1=C(C)C
- Kohn-Sham gap: 10.63 eV
- Highest occupied orbital energy: -14.19 eV
- Net charge: +1

```
17
Properties=species:S:1:pos:R:3:mulliken_charge:R:1
C 1.3352 0.6328 2.3280 -1.048
C 1.5241 0.3108 0.9497 0.291
C 1.9054 0.0988 -0.2765 -0.127
N 0.4980 0.0640 -0.2154 -0.135
C -0.6411 -0.1986 -0.7071 0.957
C -0.5497 -0.5421 -2.1728 -1.037
C -1.8883 -0.1507 -0.0178 -1.238
H 0.8755 -0.1579 2.9594 0.326
H 0.5945 1.4681 2.3410 0.322
H 2.1522 1.0972 2.8749 0.349
H 2.6374 -0.0527 -0.9780 0.482
H -1.0230 -1.4672 -2.4095 0.336
H 0.5507 -0.4737 -2.4337 0.208
H -1.1048 0.0298 -2.9134 0.329
H -1.9163 -0.7066 0.9431 0.350
H -2.6642 -0.7954 -0.5233 0.325
H -2.2855 0.8434 0.2512 0.308
```



iv) The following is a quantum chemistry calculation of a gas-phase ion, C6H10N (charge +1), from OMol25.

## Properties
- Kohn-Sham gap (spin up / spin down): 6.35 / 6.87 eV
- Highest occupied orbital energy (spin up / spin down): -12.93 / -13.24 eV
- Net charge: +1

```
17
Properties=species:S:1:pos:R:3:mulliken_charge:R:1
C -0.0398 0.2777 -0.9381 0.733
C 0.4584 1.1094 -1.9287 -0.983
C -1.6397 -0.9855 0.3431 -0.657
C -0.2211 -0.9993 1.0723 -0.615
C -1.3487 -0.2800 -0.9272 -0.167
C 1.6569 0.7396 0.9678 -0.819
N 0.6074 -0.0520 0.3534 0.072
H 1.4041 1.5807 -1.6800 0.310
H -0.1350 1.2575 -2.8159 0.317
H -2.0462 -1.9990 0.3257 0.406
H -2.3933 -0.4265 0.8576 0.358
H -0.1738 -0.7950 2.0952 0.444
H 0.2967 -2.0396 0.8803 0.269
H -2.0505 -0.0923 -1.7285 0.411
H 1.5336 1.7640 0.5573 0.291
H 1.4565 0.6107 2.0185 0.317
H 2.6345 0.3295 0.5472 0.312
```



Most stable structure: iv)



i) The following is a quantum chemistry calculation of 2 unconnected molecules or ions with the total composition C6H10N, from OMol25.

## Properties
- Kohn-Sham gap (spin up / spin down): 9.37 / 7.75 eV
- Highest occupied orbital energy (spin up / spin down): -13.75 / -12.13 eV
- Net charge: +1

```
17
Properties=species:S:1:pos:R:3:mulliken_charge:R:1
C 0.2510 1.4559 -0.8800 -0.184
C 0.7452 1.8307 0.3079 -0.565
C 0.0319 0.0923 -0.7859 -0.186
C -0.6239 -1.0817 -2.3709 -0.746
C 0.9923 0.6588 1.2219 -0.460
C -0.8830 -1.1780 1.0179 -0.799
N 0.3515 -0.4934 0.4973 0.152
H -0.0792 2.0503 -1.7883 0.379
H 0.9523 2.8464 0.4987 0.489
H -0.8502 -1.9442 -1.8801 0.377
H -1.1308 -0.4813 -3.1044 0.368
H 2.0779 0.6640 1.3755 0.308
H 0.5878 0.6815 2.3617 0.292
H -1.5668 -0.4146 0.7730 0.429
H -1.1281 -2.1520 0.5783 0.277
H -0.7705 -1.3014 2.0808 0.372
H 1.0426 -1.2331 0.0965 0.497
```



ii) The following is a quantum chemistry calculation of a gas-phase ion, C6H10N (charge +1), from OMol25.

## Properties
- Structure (SMILES): C=C1C[NH2+]CC1=C
- Kohn-Sham gap: 9.52 eV
- Highest occupied orbital energy: -13.18 eV
- Net charge: +1

```
17
Properties=species:S:1:pos:R:3:mulliken_charge:R:1
C 1.6226 1.4157 -0.4040 -1.022
C 0.6773 0.6634 0.1455 0.653
C -0.7553 1.1963 0.2979 -0.679
N -1.5483 0.1100 -0.2655 -0.080
C -0.9915 -1.1513 0.0620 -0.738
C 0.6187 -0.7966 0.1491 0.492
C 1.6729 -1.5978 0.1466 -1.042
H 1.5102 2.4410 -0.6792 0.326
H 2.4509 0.9097 -0.7628 0.254
H -1.0619 1.4493 1.4655 0.278
H -0.8882 2.1797 -0.2876 0.389
H -2.5639 0.2160 0.0710 0.380
H -1.5003 0.3023 -1.3316 0.440
H -1.1797 -1.8311 -0.8614 0.352
H -1.2550 -1.6331 0.9338 0.374
H 1.8939 -2.6349 0.0185 0.374
H 2.5272 -1.0200 0.1699 0.248
```



iii) The following is a quantum chemistry calculation of a gas-phase ion, C6H10N (charge +1), from OMol25.

## Properties
- Kohn-Sham gap: 7.35 eV
- Highest occupied orbital energy: -12.10 eV
- Net charge: +1

```
17
Properties=species:S:1:pos:R:3:mulliken_charge:R:1
C -0.9074 0.1177 0.3440 0.820
C 0.4553 -0.5259 0.0598 -0.508
C -1.2645 1.4393 2.4462 -0.186
C 1.1573 -0.4303 -1.3042 -0.313
C -1.9378 0.1863 -0.7269 -1.285
C 2.5231 -0.7494 -1.3811 -0.929
N -1.1663 0.6971 1.4569 -0.036
H 1.0695 -0.3691 0.8720 0.485
H 0.3994 -1.5884 -0.1831 0.213
H -1.4870 1.0387 3.5039 0.253
H -1.0916 2.4236 2.3743 0.330
H -1.4697 0.0277 -1.6634 0.400
H -2.3403 1.1100 -0.6550 0.441
H -2.6978 -0.5809 -0.6950 0.350
H 2.8838 0.0365 -2.1140 0.317
H 2.7350 -1.7950 -1.8596 0.335
H 3.1392 -1.0377 -0.4748 0.314
```



iv) The following is a quantum chemistry calculation of a molecular structure, C6H10N, from OMol25.

## Properties
- Kohn-Sham gap: 10.10 eV
- Highest occupied orbital energy: -14.06 eV
- Net charge: +1

```
17
Properties=species:S:1:pos:R:3:mulliken_charge:R:1
C -0.5540 0.6473 0.9859 -0.111
C -0.5928 -0.8347 0.9042 -0.432
C -0.2701 1.1473 -1.1101 -0.706
C -1.3356 1.7076 -0.0265 -0.630
C 0.6778 0.5044 0.0243 -0.156
C 0.6354 -1.0596 0.3847 -0.516
N 1.2574 -2.2187 -0.2491 -0.112
H -0.3962 0.9842 2.0446 0.361
H -1.2838 -1.5183 1.4301 0.377
H -0.5857 0.3810 -1.8345 0.323
H 0.2570 2.0400 -1.5260 0.326
H -2.3408 1.5370 -0.0188 0.386
H -0.9697 2.6893 0.1758 0.291
H 1.5537 1.1356 0.1342 0.442
H 0.7110 -2.9848 0.0062 0.328
H 2.2291 -2.3695 -0.0878 0.345
H 1.0074 -1.7881 -1.2373 0.483
```



Most stable structure: ii)